# 1
Density functional theory data (the ωB97M-V functional and the def2-TZVPD basis) for a cluster of 8 separate species, C28H75N3O13 in total in a non-equilibrium geometry.

Summary:
Net charge = 0
Calculated total energy = -2253.69007 Eh
HOMO-LUMO gap = 8.40 eV
LUMO energy = 0.17 eV
Energy relative to the best compared isomer or geometry (same formula, charge and spin) = 753.0 kJ/mol
SMILES = COCCNCCOC.COCCNCCOC.COCCNCCOC.OCCO.OCCO.CCO.CCO.CCO

Positions of all 119 atoms, in Å:
C (4.81, 0.97, 0.48)
O (5.18, 1.65, -0.70)
C (5.27, 0.76, -1.76)
C (6.50, -0.15, -1.83)
N (6.35, -1.03, -2.95)
C (7.52, -1.92, -2.95)
C (7.61, -2.67, -4.25)
O (8.30, -3.71, -4.46)
C (7.93, -4.57, -5.52)
H (5.37, 0.15, 0.81)
H (3.72, 0.76, 0.59)
H (4.83, 1.72, 1.23)
H (5.01, 1.32, -2.70)
H (4.49, 0.09, -1.70)
H (6.47, -0.72, -0.96)
H (7.44, 0.36, -1.81)
H (5.51, -1.59, -2.77)
H (7.35, -2.73, -2.21)
H (8.54, -1.39, -2.96)
H (7.59, -1.97, -5.02)
H (6.59, -3.03, -4.44)
H (8.57, -5.41, -5.47)
H (8.06, -4.08, -6.52)
H (6.96, -5.00, -5.41)
C (-3.90, -1.01, 2.66)
O (-3.98, -2.24, 2.01)
C (-5.29, -2.79, 1.78)
C (-5.84, -2.28, 0.41)
N (-7.18, -2.78, 0.27)
C (-7.23, -4.09, -0.34)
C (-8.62, -4.44, -0.73)
O (-8.80, -5.50, -1.32)
C (-8.77, -6.57, -0.45)
H (-2.90, -0.60, 2.62)
H (-4.31, -1.08, 3.67)
H (-4.54, -0.33, 2.22)
H (-6.07, -2.60, 2.59)
H (-5.33, -3.92, 1.63)
H (-5.20, -2.53, -0.45)
H (-6.06, -1.17, 0.55)
H (-7.57, -2.42, -0.55)
H (-6.85, -4.73, 0.42)
H (-6.65, -4.23, -1.26)
H (-8.86, -3.65, -1.52)
H (-9.18, -4.30, 0.18)
H (-8.23, -6.51, 0.42)
H (-8.53, -7.51, -0.93)
H (-9.74, -6.79, -0.12)
C (-4.55, 1.40, 0.05)
O (-4.02, 1.96, 1.21)
C (-2.61, 2.30, 1.16)
C (-2.43, 3.22, 2.37)
N (-1.17, 4.00, 2.20)
C (-1.26, 5.25, 2.93)
C (0.16, 5.91, 3.02)
O (0.31, 7.05, 3.50)
C (0.07, 7.20, 4.82)
H (-3.94, 0.53, -0.19)
H (-4.63, 2.06, -0.82)
H (-5.56, 0.98, 0.25)
H (-2.34, 2.78, 0.19)
H (-2.15, 1.36, 1.29)
H (-2.36, 2.48, 3.23)
H (-3.18, 3.91, 2.51)
H (-0.26, 3.44, 2.26)
H (-1.70, 5.12, 3.97)
H (-1.90, 5.93, 2.41)
H (0.43, 5.95, 1.95)
H (0.83, 5.19, 3.42)
H (0.43, 8.17, 5.14)
H (0.58, 6.48, 5.46)
H (-1.00, 7.32, 5.06)
C (3.35, 4.58, 1.68)
C (2.69, 4.21, 0.49)
O (3.08, 5.17, -0.54)
H (4.51, 4.75, 1.40)
H (3.36, 3.92, 2.52)
H (2.97, 5.53, 2.12)
H (1.64, 4.09, 0.69)
H (3.12, 3.29, 0.05)
H (4.05, 5.32, -0.58)
C (-0.06, -0.04, 2.01)
C (1.27, 0.48, 2.03)
O (1.22, 1.86, 1.75)
H (-0.61, 0.12, 1.05)
H (-0.85, 0.27, 2.86)
H (-0.02, -1.12, 2.09)
H (1.79, -0.03, 1.21)
H (1.78, 0.50, 2.96)
H (1.14, 1.98, 0.80)
C (-1.12, -3.62, 0.55)
C (-1.78, -3.39, -0.76)
O (-0.87, -3.36, -1.76)
H (-0.15, -3.13, 0.63)
H (-1.00, -4.59, 0.74)
H (-1.75, -3.31, 1.39)
H (-2.09, -2.33, -0.68)
H (-2.64, -3.99, -1.02)
H (-1.24, -3.03, -2.56)
C (-0.16, 1.68, -1.74)
C (-0.33, 3.10, -1.54)
O (-1.48, 3.51, -2.19)
O (0.98, 1.25, -1.05)
H (-0.16, 1.44, -2.81)
H (-1.06, 1.18, -1.39)
H (0.54, 3.71, -1.74)
H (-0.28, 3.19, -0.44)
H (-1.56, 4.45, -2.03)
H (1.07, 0.27, -1.22)
C (2.17, -1.67, -1.63)
C (3.26, -2.28, -0.88)
O (4.38, -2.39, -1.67)
O (1.07, -1.59, -0.73)
H (2.00, -2.24, -2.57)
H (2.40, -0.68, -1.88)
H (3.02, -3.34, -0.61)
H (3.36, -1.80, 0.05)
H (4.43, -3.29, -2.11)
H (0.47, -2.28, -0.82)

=====

# 2
Density functional theory data (the ωB97M-V functional and the def2-TZVPD basis) for a cluster of 8 separate species, C28H75N3O13 in total in a non-equilibrium geometry.

Summary:
Net charge = 0
Calculated total energy = -2253.71121 Eh
HOMO-LUMO gap = 9.12 eV
LUMO energy = 0.37 eV
Energy relative to the best compared isomer or geometry (same formula, charge and spin) = 697.5 kJ/mol
SMILES = COCCNCCOC.COCCNCCOC.COCCNCCOC.OCCO.OCCO.CCO.CCO.CCO

Positions of all 119 atoms, in Å:
C (3.38, -1.79, 2.42)
O (2.02, -1.77, 2.13)
C (1.14, -1.90, 3.16)
C (0.70, -3.40, 3.14)
N (-0.34, -3.42, 4.20)
C (-0.64, -4.78, 4.62)
C (-1.86, -4.86, 5.39)
O (-2.28, -5.99, 5.61)
C (-3.25, -6.12, 6.68)
H (3.71, -2.75, 2.72)
H (3.55, -1.18, 3.28)
H (4.06, -1.50, 1.66)
H (0.36, -1.18, 2.90)
H (1.66, -1.55, 4.11)
H (1.55, -4.10, 3.30)
H (0.09, -3.60, 2.21)
H (0.20, -3.18, 5.01)
H (0.08, -5.19, 5.33)
H (-0.65, -5.54, 3.79)
H (-2.66, -4.31, 4.78)
H (-1.73, -4.25, 6.34)
H (-3.48, -7.16, 6.93)
H (-4.17, -5.49, 6.56)
H (-2.75, -5.75, 7.56)
C (-1.65, -5.03, -8.50)
O (-0.69, -4.49, -7.62)
C (-0.91, -4.92, -6.29)
C (0.27, -4.39, -5.39)
N (0.17, -4.76, -4.01)
C (0.80, -3.79, -3.20)
C (0.52, -4.26, -1.84)
O (0.76, -3.50, -0.88)
C (2.10, -3.10, -0.63)
H (-1.35, -6.06, -8.61)
H (-1.66, -4.35, -9.32)
H (-2.62, -5.01, -8.01)
H (-0.95, -5.99, -6.12)
H (-1.83, -4.48, -5.98)
H (0.29, -3.33, -5.59)
H (1.24, -4.83, -5.67)
H (-0.77, -4.75, -3.72)
H (0.33, -2.84, -3.29)
H (1.90, -3.68, -3.49)
H (1.03, -5.24, -1.66)
H (-0.47, -4.45, -1.64)
H (2.79, -3.85, -0.34)
H (1.94, -2.28, 0.08)
H (2.32, -2.43, -1.43)
C (3.17, 5.16, 2.17)
O (1.82, 4.75, 2.35)
C (0.88, 5.62, 1.68)
C (-0.39, 4.83, 1.64)
N (-1.45, 5.58, 1.03)
C (-2.50, 4.71, 0.55)
C (-3.80, 5.32, 0.22)
O (-4.65, 4.71, -0.45)
C (-5.17, 3.56, 0.13)
H (3.79, 4.38, 2.49)
H (3.29, 6.01, 2.82)
H (3.35, 5.32, 1.11)
H (1.28, 5.94, 0.70)
H (0.55, 6.50, 2.27)
H (-0.80, 4.52, 2.59)
H (-0.25, 3.88, 0.98)
H (-1.70, 6.26, 1.81)
H (-2.72, 3.81, 1.15)
H (-2.09, 4.30, -0.27)
H (-3.70, 6.20, -0.42)
H (-4.30, 5.70, 1.15)
H (-5.03, 3.49, 1.18)
H (-4.63, 2.66, -0.23)
H (-6.20, 3.42, -0.18)
C (-1.42, 1.09, 0.49)
C (-0.72, -0.18, 0.64)
O (-0.34, -0.59, -0.69)
H (-2.40, 1.07, 0.06)
H (-0.92, 1.83, -0.13)
H (-1.53, 1.76, 1.36)
H (-1.36, -0.81, 1.17)
H (0.09, 0.06, 1.34)
H (-0.07, -1.50, -0.75)
C (-0.26, 5.20, -2.81)
C (0.08, 3.92, -2.12)
O (1.21, 3.44, -2.78)
H (0.45, 5.98, -2.56)
H (-1.21, 5.57, -2.56)
H (-0.31, 5.02, -3.92)
H (-0.71, 3.16, -2.42)
H (0.22, 3.86, -1.02)
H (1.31, 2.53, -2.45)
C (2.72, 2.18, 0.14)
C (2.63, 0.73, -0.30)
O (1.82, 0.63, -1.44)
H (3.41, 2.30, 0.94)
H (1.76, 2.59, 0.40)
H (3.12, 2.72, -0.65)
H (2.25, 0.25, 0.59)
H (3.62, 0.35, -0.56)
H (0.98, 0.31, -1.14)
C (1.28, 2.37, 4.45)
C (2.64, 1.88, 4.15)
O (3.58, 2.72, 4.85)
O (0.47, 1.59, 3.62)
H (1.17, 3.51, 4.22)
H (1.03, 2.13, 5.42)
H (2.84, 2.01, 3.11)
H (2.67, 0.86, 4.51)
H (3.25, 3.62, 4.85)
H (-0.39, 2.09, 3.65)
C (-0.21, 0.00, -4.25)
C (-0.59, -0.30, -5.59)
O (-1.97, 0.24, -5.79)
O (0.98, -0.55, -3.90)
H (-0.76, -0.53, -3.49)
H (-0.24, 1.09, -4.15)
H (-0.48, -1.31, -5.90)
H (0.00, 0.18, -6.36)
H (-1.92, 0.99, -6.32)
H (1.24, -0.14, -3.10)